Entry 1:
DFT (ωB97M-V with the def2-TZVPD basis set) results for the molecule C4H7NO in a non-equilibrium geometry.

```
13
Properties=species:S:1:pos:R:3:forces:R:3:nbo_charge:R:1
C 1.429 -0.207 -0.403 0.2271 -0.7373 -0.1343 -0.44
N 0.407 -0.660 0.681 0.8874 0.3880 -0.8309 -0.44
C -0.928 -0.891 0.027 0.1313 -0.0426 -0.1929 -0.23
C -1.156 0.628 -0.015 -0.2626 0.3213 0.2181 -0.54
C 0.054 0.689 0.933 -0.3654 0.8259 0.5559 0.70
O 0.640 1.502 1.586 -0.6123 -0.0262 -0.0375 -0.55
H 1.420 0.871 -0.697 -0.3352 -0.7544 0.4029 0.21
H 2.419 -0.393 -0.004 0.0576 -0.2124 -0.1106 0.23
H 1.216 -0.771 -1.305 0.2901 -0.3121 -0.0785 0.20
H -1.673 -1.397 0.656 0.6270 0.0264 0.1802 0.21
H -0.816 -1.477 -0.887 -0.2002 0.3695 -0.1263 0.20
H -2.048 1.045 0.428 -0.4452 0.0093 -0.1802 0.23
H -0.962 1.060 -1.002 0.0003 0.1448 0.3341 0.24
```
Positions in Å, forces in eV/Å.

Values from the calculation:
structure (SMILES)	CN1CCC1=O
relative energy (zero: lowest compared OMol25 entry of this formula, charge and spin)	54.8	kcal per mole
orbital gap	10.51	eV
highest occupied orbital energy	-9.54	eV

---

Entry 2:
DFT (ωB97M-V with the def2-TZVPD basis set) results for a 2-piece molecular cluster, C4H7NO overall in a non-equilibrium geometry.

```
13
Properties=species:S:1:pos:R:3:forces:R:3:nbo_charge:R:1
C 1.685 1.009 -0.343 -0.6910 -0.3315 0.3082 -0.32
C 0.420 1.211 0.054 1.4985 2.6932 0.2147 -0.21
N 0.136 1.906 1.446 1.4638 -1.2428 -0.2792 0.16
O 1.093 1.917 2.178 -1.4039 -0.1856 -0.8854 -0.26
H 1.964 1.130 -1.383 -0.1577 -0.5568 -0.0351 0.21
H 2.452 0.675 0.348 0.0893 0.5833 0.1278 0.21
H -0.313 1.510 -0.690 -0.2760 -0.1247 0.3539 0.21
C -0.700 -1.466 0.085 0.0916 2.7221 0.5033 -0.36
C -1.807 -1.721 -0.602 0.1941 -0.1972 0.2898 -0.41
H 0.141 -2.146 0.169 0.0000 0.0459 -0.1387 0.20
H -0.500 -0.345 0.492 -0.8860 -3.4513 -0.4398 0.19
H -2.654 -1.042 -0.576 0.2009 0.0489 -0.2735 0.20
H -1.917 -2.637 -1.178 -0.1234 -0.0036 0.2539 0.20
```
Positions in Å, forces in eV/Å.

Values from the calculation:
structure (SMILES)	C=CN=O.C=C
relative energy (zero: lowest compared OMol25 entry of this formula, charge and spin)	139.7	kcal per mole
orbital gap	8.62	eV
highest occupied orbital energy	-9.41	eV

---

Entry 3:
DFT (ωB97M-V with the def2-TZVPD basis set) results for the molecule C4H7NO in a non-equilibrium geometry.

```
13
Properties=species:S:1:pos:R:3:forces:R:3:nbo_charge:R:1
C -0.470 0.639 1.221 -0.0246 0.0545 0.0201 -0.64
C 0.512 -0.252 0.473 -0.1298 -0.1317 0.1579 0.12
O 1.608 0.485 -0.018 -0.0005 0.2326 -0.2249 -0.71
C -0.164 -1.027 -0.686 0.0505 -0.0471 0.0225 -0.54
C -0.431 -0.075 -1.768 -0.1305 0.7282 -0.5148 0.28
N -0.553 0.791 -2.525 0.0380 -0.8333 0.5832 -0.34
H 0.069 1.197 1.991 -0.0828 -0.0699 -0.0774 0.23
H -1.261 0.054 1.702 0.0994 0.0431 -0.0693 0.21
H -0.940 1.360 0.541 0.0713 -0.1109 0.0668 0.21
H 0.953 -0.982 1.159 -0.1569 0.0222 -0.0930 0.19
H 1.263 1.120 -0.667 0.2257 -0.0778 0.1599 0.47
H 0.509 -1.806 -1.054 -0.0418 0.1075 -0.0239 0.26
H -1.095 -1.505 -0.369 0.0819 0.0829 -0.0070 0.25
```
Positions in Å, forces in eV/Å.

Values from the calculation:
structure (SMILES)	C[C@H](O)CC#N
relative energy (zero: lowest compared OMol25 entry of this formula, charge and spin)	20.8	kcal per mole
orbital gap	11.64	eV
highest occupied orbital energy	-10.83	eV

---

Entry 4:
DFT (ωB97M-V with the def2-TZVPD basis set) results for the molecule C4H7NO.

```
13
Properties=species:S:1:pos:R:3:forces:R:3:nbo_charge:R:1
O 2.310 1.200 0.022 -0.0591 -0.1382 -0.0522 -0.60
C 1.912 0.221 -0.569 0.0237 0.0365 -0.0078 0.53
N 0.603 -0.077 -0.781 0.0665 -0.1670 -0.0709 -0.63
C -0.476 0.692 -0.167 -0.0113 0.1872 0.0500 -0.22
C -1.473 -0.292 0.453 -0.1030 -0.1368 -0.1143 -0.60
C -0.708 -1.470 0.943 -0.0082 0.1500 0.1787 0.02
H 2.587 -0.544 -0.988 0.0168 0.0640 -0.0327 0.12
H 0.000 1.334 0.578 -0.1022 -0.1220 -0.0291 0.24
H -0.972 1.335 -0.900 0.0867 -0.0264 0.0457 0.20
H -1.977 0.166 1.318 0.0239 0.0054 -0.0147 0.26
H -2.248 -0.570 -0.269 0.0650 -0.0014 0.0748 0.20
H 0.381 -0.935 -1.268 0.0591 0.1805 0.0064 0.41
H 0.061 -1.059 1.628 -0.0579 -0.0318 -0.0339 0.09
```
Positions in Å, forces in eV/Å.

Values from the calculation:
relative energy (zero: lowest compared OMol25 entry of this formula, charge and spin)	105.5	kcal per mole
orbital gap (spin up / spin down)	8.42 / 8.46	eV
highest occupied orbital energy (spin up / spin down)	-9.02 / -9.05	eV

---

Entry 5:
DFT (ωB97M-V with the def2-TZVPD basis set) results for the molecule C4H7NO in a non-equilibrium geometry.

```
13
Properties=species:S:1:pos:R:3:forces:R:3:nbo_charge:R:1
C 1.480 0.516 0.212 -0.2348 0.2891 -0.2683 -0.66
C 0.375 -0.196 -0.572 -0.7979 0.9120 -0.6642 0.10
C -0.456 -1.124 0.285 -0.1290 0.1743 -0.1011 -0.30
N -1.472 -0.194 0.803 -1.0392 -0.4328 0.0365 -0.50
C -1.656 0.705 -0.076 -0.0454 -0.3270 0.8108 0.39
O -0.808 0.824 -1.100 1.6167 -1.0580 1.3206 -0.52
H 1.434 1.568 -0.059 0.2132 0.1723 0.0767 0.24
H 1.383 0.425 1.304 -0.2371 0.0037 -0.4507 0.22
H 2.479 0.144 -0.060 -0.4135 -0.0116 -0.0813 0.23
H 0.654 -0.498 -1.567 0.4681 -0.5593 0.0071 0.21
H -0.944 -1.911 -0.311 -0.0025 0.2248 0.1411 0.20
H 0.049 -1.622 1.128 0.1924 0.4079 -0.4764 0.22
H -2.520 1.364 0.014 0.4090 0.2047 -0.3509 0.19
```
Positions in Å, forces in eV/Å.

Values from the calculation:
structure (SMILES)	C[C@H]1CN=CO1
relative energy (zero: lowest compared OMol25 entry of this formula, charge and spin)	38.4	kcal per mole
orbital gap	10.45	eV
highest occupied orbital energy	-9.46	eV

---

Entry 6:
DFT (ωB97M-V with the def2-TZVPD basis set) results for the molecule C4H7NO.

```
13
Properties=species:S:1:pos:R:3:forces:R:3:nbo_charge:R:1
C -0.997 1.350 -0.379 0.0184 0.2248 -0.1256 0.39
N 0.233 1.550 -0.554 -0.2779 -0.0460 0.0342 -0.48
C 1.179 0.577 -0.041 0.2102 -0.2029 0.0590 -0.25
C 0.619 -0.816 0.342 0.0924 0.0384 0.0656 -0.46
C -0.875 -0.954 0.061 -0.0470 -0.1555 -0.0330 -0.07
O -1.609 0.272 0.163 0.1035 -0.0559 0.0781 -0.51
H -1.731 2.100 -0.672 0.1047 -0.0564 0.0529 0.17
H 1.633 1.031 0.849 -0.0457 -0.0522 -0.1593 0.21
H 1.988 0.483 -0.771 -0.1438 0.0027 0.0786 0.20
H 0.820 -1.016 1.398 -0.0713 0.0780 -0.1044 0.21
H 1.136 -1.596 -0.227 -0.0562 0.0896 0.1142 0.22
H -1.048 -1.355 -0.944 0.0524 0.1089 0.0645 0.18
H -1.349 -1.627 0.778 0.0604 0.0266 -0.1249 0.20
```
Positions in Å, forces in eV/Å.

Values from the calculation:
structure (SMILES)	C1=NCCCO1
relative energy (zero: lowest compared OMol25 entry of this formula, charge and spin)	30.7	kcal per mole
orbital gap	10.63	eV
highest occupied orbital energy	-9.68	eV

---

Entry 7:
DFT (ωB97M-V with the def2-TZVPD basis set) results for the molecule C4H7NO in a non-equilibrium geometry.

```
13
Properties=species:S:1:pos:R:3:forces:R:3:nbo_charge:R:1
C -1.438 -0.981 -0.463 -0.1891 -0.0559 0.0317 -0.28
O -0.055 -0.859 -0.841 0.0473 0.1881 -0.1110 -0.59
C 0.946 -0.432 0.379 0.0475 0.0394 0.0472 -0.07
C 1.141 0.956 -0.010 0.2462 0.0486 0.1908 -0.73
C 0.438 1.954 0.730 -0.4799 0.6281 0.4560 0.27
N -0.178 2.747 1.318 0.5503 -0.7327 -0.5395 -0.40
H -1.547 -1.886 0.137 -0.0229 0.1393 -0.0845 0.20
H -1.755 -0.099 0.107 0.0623 -0.1414 -0.0748 0.20
H -2.021 -1.068 -1.380 0.0349 -0.0055 0.1370 0.21
H 0.372 -0.652 1.281 0.0558 0.0573 -0.1649 0.21
H 1.775 -1.119 0.228 -0.1034 0.1300 0.0234 0.22
H 0.205 0.203 -1.090 -0.1117 -0.3039 0.0282 0.50
H 2.116 1.238 -0.395 -0.1373 0.0087 0.0602 0.25
```
Positions in Å, forces in eV/Å.

Values from the calculation:
relative energy (zero: lowest compared OMol25 entry of this formula, charge and spin)	94.2	kcal per mole
orbital gap	9.09	eV
highest occupied orbital energy	-8.44	eV

---

Entry 8:
DFT (ωB97M-V with the def2-TZVPD basis set) results for the molecule C4H7NO.

```
13
Properties=species:S:1:pos:R:3:forces:R:3:nbo_charge:R:1
C -1.628 -0.085 -0.315 -0.0964 0.0591 -0.0464 -0.61
C -0.392 -0.141 0.568 -0.2123 0.0449 0.1066 -0.17
N 0.632 -1.077 0.021 0.1384 -0.1471 0.1139 -0.61
C 1.503 0.043 -0.423 0.2223 0.1664 -0.1342 -0.35
C 0.588 1.014 0.329 0.0658 0.4672 0.1259 0.59
O 0.655 2.164 0.667 -0.0737 -0.6377 -0.2100 -0.51
H -2.093 -1.072 -0.375 0.0547 0.1125 0.0706 0.22
H -1.358 0.216 -1.334 -0.0214 -0.0576 0.1280 0.21
H -2.354 0.633 0.073 0.0522 -0.0441 -0.0254 0.22
H -0.655 -0.309 1.621 0.0328 0.0248 -0.1588 0.21
H 1.086 -1.577 0.778 -0.0615 -0.0318 -0.0747 0.36
H 1.467 0.174 -1.511 0.0667 0.0322 0.1333 0.22
H 2.549 0.016 -0.098 -0.1675 0.0111 -0.0288 0.22
```
Positions in Å, forces in eV/Å.

Values from the calculation:
structure (SMILES)	C[C@H]1NCC1=O
relative energy (zero: lowest compared OMol25 entry of this formula, charge and spin)	39.7	kcal per mole
orbital gap	10.58	eV
highest occupied orbital energy	-9.67	eV

---

Calculated total energy values, unit Ha, following the record order: -286.54434 -286.40904 -286.59851 -286.46345 -286.57048 -286.58266 -286.48150 -286.56840.